C17H35CdN14O8 | ωB97M-V with the def2-TZVPD basis set

XYZ file:
```
75
Properties=species:S:1:pos:R:3
Cd 24.407 16.339 -18.149
N 25.194 15.038 -15.385
O 24.893 15.102 -16.558
O 24.303 15.253 -14.581
O 26.279 14.814 -14.969
C 21.291 18.022 -14.580
O 21.398 18.572 -15.628
N 21.559 16.758 -14.419
N 20.946 18.555 -13.433
H 21.441 16.278 -13.538
H 21.995 16.263 -15.184
H 20.724 19.529 -13.282
H 20.890 17.808 -12.755
C 24.959 18.562 -15.775
O 24.679 18.009 -16.832
N 24.828 18.116 -14.588
N 25.524 19.734 -15.745
H 24.372 17.215 -14.613
H 25.074 18.697 -13.799
H 25.793 20.091 -16.650
H 25.625 20.174 -14.842
C 21.362 15.900 -18.068
O 22.507 16.205 -17.612
N 20.214 16.565 -17.728
N 21.111 15.056 -19.082
H 19.358 16.260 -18.170
H 20.194 17.272 -17.006
H 20.186 15.003 -19.485
H 21.914 14.626 -19.517
C 27.449 16.146 -18.890
O 26.351 16.407 -18.469
N 27.636 15.407 -19.942
N 28.607 16.510 -18.391
H 28.588 15.117 -20.118
H 26.873 14.955 -20.425
H 29.510 16.109 -18.603
H 28.517 17.089 -17.569
C 22.478 14.391 -11.737
O 21.888 14.196 -10.692
N 22.679 13.455 -12.628
N 23.067 15.490 -12.042
H 22.378 12.501 -12.487
H 23.145 13.675 -13.496
H 23.641 15.460 -12.872
H 23.137 16.248 -11.378
N 28.414 16.668 -14.895
C 29.675 16.180 -15.148
C 30.562 17.293 -15.105
C 29.781 18.435 -14.824
C 28.496 18.019 -14.611
H 27.554 16.138 -14.913
H 29.805 15.118 -15.299
H 31.621 17.206 -15.297
H 30.238 19.413 -14.785
H 27.534 18.481 -14.447
N 27.499 12.663 -16.398
C 28.577 11.784 -16.288
C 28.911 11.400 -17.526
C 28.011 11.929 -18.466
C 27.161 12.741 -17.705
H 27.045 13.142 -15.633
H 29.126 11.662 -15.366
H 29.704 10.719 -17.797
H 28.249 12.028 -19.514
H 26.390 13.401 -18.073
N 30.760 12.355 -12.287
C 30.058 13.389 -12.837
C 28.712 13.034 -12.811
C 28.547 11.858 -12.331
C 29.835 11.394 -12.035
H 31.761 12.253 -12.195
H 30.473 14.312 -13.214
H 27.944 13.632 -13.278
H 27.620 11.317 -12.208
H 30.180 10.472 -11.591
```

Values from the calculation:
E_HOMO (spin up / spin down) = -12.8 / -12.8 eV
orbital gap (spin up / spin down) = 7.47 / 3.91 eV
E = -2204.44851 Eh
charge = +2
multiplicity = 2
<S²> = 0.76